Entry 1:
This record from the Open Molecules 2025 dataset describes an isolated molecule of C3H6N2O2 at a distorted geometry. The level of theory is ωB97M-V/def2-TZVPD.

XYZ file:
```
13
Properties=species:S:1:pos:R:3
O 1.444 -1.667 -0.045
O 1.963 1.671 -0.335
N 2.229 0.348 -0.256
N 1.236 -0.447 -0.078
C -1.208 -0.853 -0.777
C -0.602 0.576 1.231
C -0.320 -0.173 0.183
H 1.007 1.853 -0.259
H -0.909 -1.896 -0.880
H -2.236 -0.797 -0.417
H 0.162 1.011 1.855
H -1.147 -0.377 -1.761
H -1.619 0.750 1.538
```

SMILES	C=C(C)/[N+]([O-])=N\O
spin multiplicity	1
HOMO-LUMO gap	0.3516	Ha
largest force on an atom	2.48	eV/A
energy above the lowest of the compared OMol25 structures with the same formula, charge and spin	6.5132	eV

These are the Mulliken partial charges, in e, on atoms 1 to 4: -0.67 -0.30 -0.36 0.85

Entry 2:
This record from the Open Molecules 2025 dataset describes a cluster of 2 separate species, C5H8O4 in total at a distorted geometry. The level of theory is ωB97M-V/def2-TZVPD.

XYZ file:
```
17
Properties=species:S:1:pos:R:3
O 0.568 0.592 3.573
O 1.219 -1.586 -2.401
O -0.217 1.853 1.904
O 0.509 -0.158 -4.001
C -0.113 0.195 -1.672
C 0.639 -0.544 -2.818
C -1.660 -0.424 0.979
C -0.341 -0.577 1.701
C 0.039 0.753 2.437
H -1.047 0.541 -2.118
H -1.658 0.311 0.173
H -0.389 -1.332 2.481
H 0.552 0.934 -1.228
H -2.030 -1.276 0.405
H 0.562 -0.755 1.113
H -0.323 -0.584 -0.963
H -2.436 -0.007 1.624
```

net charge	-2
spin multiplicity	1
HOMO-LUMO gap	0.2856	Ha
largest force on an atom	1.74	eV/A
energy above the lowest of the compared OMol25 structures with the same formula, charge and spin	0.7101	eV

These are the Mulliken partial charges, in e, on atoms 1 to 4: -0.79 -0.73 -0.72 -0.76

Entry 3:
This record from the Open Molecules 2025 dataset describes a cluster of 8 separate species, C17H35Br14NO in total at a distorted geometry. The level of theory is ωB97M-V/def2-TZVPD.

XYZ file:
```
68
Properties=species:S:1:pos:R:3
Br -10.036 -8.110 22.751
Br -9.711 7.823 21.800
Br -6.375 5.425 23.886
Br -17.210 0.326 17.249
Br -12.646 -4.989 10.448
Br -21.742 -2.895 27.180
Br -8.659 -6.195 25.129
Br -17.861 4.101 20.066
Br -11.387 -3.361 14.571
Br -14.425 3.354 28.742
Br -23.777 -1.417 24.504
Br -17.109 -8.505 17.764
Br -19.233 3.833 28.567
Br -21.202 -8.085 19.991
O -14.514 -2.334 22.504
N -12.445 -1.402 22.434
C -21.826 -1.615 24.517
C -16.429 3.564 29.113
C -11.107 -1.450 21.838
C -8.040 5.812 22.927
C -17.904 1.647 18.632
C -10.316 -7.258 25.464
C -17.111 2.902 18.698
C -12.698 -0.198 23.256
C -12.820 -4.283 12.250
C -21.300 -2.879 25.252
C -13.361 -2.348 22.141
C -8.086 7.303 22.773
C -18.949 -8.895 18.439
C -10.230 -8.553 24.629
C -11.417 -4.011 12.668
C -19.473 -7.678 19.213
C -17.358 3.636 27.864
H -10.391 -1.087 22.575
H -16.718 2.654 29.640
H -7.996 5.236 22.002
H -16.456 4.440 29.761
H -13.188 -5.111 12.855
H -7.212 7.552 22.169
H -18.902 -9.855 18.954
H -10.989 -0.841 20.942
H -13.036 -3.141 21.451
H -13.739 -0.148 23.573
H -20.218 -3.008 25.287
H -19.629 -8.974 17.590
H -16.098 2.647 19.010
H -19.594 -6.849 18.516
H -12.474 0.711 22.698
H -17.790 1.168 19.604
H -10.705 -2.436 21.605
H -17.432 2.721 27.277
H -21.806 -3.720 24.777
H -9.351 -9.135 24.906
H -13.529 -3.460 12.332
H -21.444 -1.627 23.496
H -10.413 -7.289 26.550
H -17.100 3.456 17.760
H -17.070 4.439 27.186
H -7.951 7.773 23.747
H -8.837 5.530 23.616
H -11.081 -9.207 24.820
H -12.159 -0.157 24.203
H -11.087 -6.588 25.084
H -18.958 1.839 18.430
H -10.858 -3.347 12.008
H -18.754 -7.360 19.968
H -10.896 -4.968 12.627
H -21.444 -0.750 25.059
```

SMILES	CN(C)C=O.BrCCBr.BrCCBr.BrCCBr.BrCCBr.BrCCBr.BrCCBr.BrCCBr
spin multiplicity	1
HOMO-LUMO gap	0.3529	Ha
largest force on an atom	1.58	eV/A
energy above the lowest of the compared OMol25 structures with the same formula, charge and spin	1.8707	eV

These are the Mulliken partial charges, in e, on atoms 1 to 4: -0.10 -0.16 -0.15 -0.17

Entry 4:
This record from the Open Molecules 2025 dataset describes an isolated molecule of C3H4N2O3 at a distorted geometry. The level of theory is ωB97M-V/def2-TZVPD.

XYZ file:
```
12
Properties=species:S:1:pos:R:3
O -2.960 -0.105 -0.198
O -0.472 1.126 0.259
O 0.484 -0.886 0.135
N -1.677 -0.860 0.011
N 2.715 -0.518 -0.087
C 0.983 1.292 -0.149
C -0.662 -0.156 0.052
C 1.549 0.006 -0.096
H -2.537 0.848 0.226
H 3.597 0.119 0.010
H 2.822 -1.586 0.132
H 1.223 2.327 -0.245
```

SMILES	Nc1co/c(=N\O)o1
spin multiplicity	1
HOMO-LUMO gap	0.3151	Ha
largest force on an atom	7.27	eV/A
energy above the lowest of the compared OMol25 structures with the same formula, charge and spin	5.2622	eV

These are the Mulliken partial charges, in e, on atoms 1 to 4: -0.40 -0.41 -0.34 -0.37

Entry 5:
This record from the Open Molecules 2025 dataset describes a structure of composition C3H3O4Tb at a distorted geometry. The level of theory is ωB97M-V/def2-TZVPD.

XYZ file:
```
11
Properties=species:S:1:pos:R:3
Tb 0.855 0.391 1.288
O 2.946 0.373 0.434
O -0.606 -1.298 0.723
O -0.884 1.323 0.448
O 4.670 -0.033 -0.965
C 3.527 -0.113 -0.582
C -1.585 -0.922 0.076
C -1.818 0.535 -0.158
H -2.848 0.727 0.221
H -1.882 0.661 -1.292
H -2.376 -1.644 -0.192
```

net charge	+1
spin multiplicity	8
HOMO-LUMO gap (spin up / spin down)	0.3291 / 0.1942	Ha
largest force on an atom	3.64	eV/A
energy above the lowest of the compared OMol25 structures with the same formula, charge and spin	0.0000	eV

These are the Mulliken partial charges, in e, on atoms 1 to 4: 1.93 -0.59 -0.61 -0.75

Entry 6:
This record from the Open Molecules 2025 dataset describes a structure of composition C41H43FeGeN7O5PS2. The level of theory is ωB97M-V/def2-TZVPD.

XYZ file:
```
101
Properties=species:S:1:pos:R:3
Ge 1.401 -0.983 -4.139
Fe 0.946 0.391 0.357
S 3.452 1.275 0.904
S -0.486 -0.088 2.672
P 0.585 2.692 0.195
O 2.971 0.755 -0.399
O 4.769 0.872 1.293
O -0.714 -0.330 -0.497
O 2.376 0.999 1.890
O 0.026 -6.686 -7.350
N -1.024 -6.429 -1.939
N -2.703 1.275 0.716
N -0.219 -5.775 -1.131
N 1.381 -1.563 0.512
N -2.823 1.254 2.111
N -3.643 1.699 4.096
N -2.466 1.016 4.172
C 0.590 4.060 -3.661
C -0.669 -1.627 -0.654
C 0.800 0.405 -2.946
C 0.990 3.740 -2.372
C 3.275 5.780 0.550
C -1.490 -3.742 -1.509
C 4.554 3.771 0.852
C 2.157 3.639 0.469
C 1.654 -4.327 0.472
C 2.119 5.026 0.402
C 0.775 -5.983 -5.146
C -1.805 4.828 3.509
C 0.511 -5.931 -3.786
C 0.057 3.304 -1.434
C 2.584 -3.530 1.088
C 1.137 -6.021 -7.921
C -1.288 -7.197 -5.487
C 4.493 5.155 0.763
C -0.051 3.355 2.773
C -0.734 3.990 3.796
C -4.964 2.551 2.176
C -1.924 0.723 2.979
C -0.742 3.939 -4.030
C -0.130 -6.600 -6.003
C -1.486 4.414 1.160
C -1.621 -2.366 -1.347
C 2.239 -2.398 -3.087
C 0.439 -2.343 -0.086
C -2.173 5.046 2.191
C -1.543 -7.152 -4.141
C -0.074 -1.679 -5.207
C -3.831 1.851 2.821
C -1.274 3.148 -1.822
C 3.393 3.031 0.715
C -0.420 -4.459 -0.945
C -0.432 3.556 1.445
C -0.659 -6.494 -3.263
C 2.713 -0.254 -5.400
C 0.549 -3.730 -0.161
C -1.672 3.476 -3.109
C 2.422 -2.137 1.071
H -2.437 -7.602 -3.730
H -2.071 0.761 5.059
H 3.549 0.205 -4.873
H -2.225 -4.295 -2.077
H 2.036 3.816 -2.108
H 3.448 -3.951 1.583
H 1.026 -6.116 -8.997
H 0.780 2.697 3.000
H -1.994 2.737 -1.124
H -0.565 -0.870 -5.748
H -2.460 -1.840 -1.785
H 1.749 -5.404 0.459
H 1.173 5.526 0.227
H 1.253 0.462 -1.962
H -2.346 5.311 4.312
H 3.099 -1.050 -6.039
H 1.219 -5.464 -3.117
H 3.221 6.859 0.496
H 0.314 -2.393 -5.937
H 1.501 -3.150 -2.808
H -0.428 3.831 4.822
H -1.923 0.649 0.447
H 3.039 -2.881 -3.649
H 2.665 -1.978 -2.173
H -3.554 0.862 0.343
H 5.487 3.254 1.033
H 1.146 -4.962 -7.650
H 1.689 -5.544 -5.521
H -1.776 4.609 0.137
H -5.672 1.840 1.744
H 3.158 -1.489 1.531
H 2.248 0.502 -6.033
H -2.708 3.356 -3.397
H 2.078 -6.482 -7.610
H -4.597 3.199 1.379
H -1.969 -7.683 -6.173
H -1.051 4.187 -5.037
H 0.006 1.105 -3.169
H -0.813 -2.189 -4.589
H -5.484 3.147 2.922
H 5.395 5.744 0.868
H -2.987 5.720 1.957
H 1.325 4.398 -4.380
```

spin multiplicity	6
HOMO-LUMO gap (spin up / spin down)	0.2541 / 0.2758	Ha
largest force on an atom	0.83	eV/A
energy above the lowest of the compared OMol25 structures with the same formula, charge and spin	0.0000	eV

These are the Mulliken partial charges, in e, on atoms 1 to 4: 0.52 -0.44 1.42 -0.42

Entry 7:
This record from the Open Molecules 2025 dataset describes a structure of composition C42H32BBrCdF4N4O4P. The level of theory is ωB97M-V/def2-TZVPD.

XYZ file:
```
90
Properties=species:S:1:pos:R:3
Cd -1.488 0.199 0.840
Br 2.896 5.917 1.367
P -0.927 -2.864 -0.966
F -1.302 0.625 -3.932
F 0.450 1.544 -2.777
F -1.619 2.534 -2.668
F -1.259 0.480 -1.656
O -4.424 -0.569 1.010
O -1.130 -2.079 0.289
O -4.227 1.656 1.018
O -0.858 -0.114 3.064
N 4.540 -0.149 4.185
N 0.836 0.152 0.957
N 5.205 0.865 3.885
N -0.806 2.595 0.349
C 2.298 -0.732 4.709
C -0.942 7.428 0.613
C 3.030 -2.844 -1.857
C 3.028 0.286 0.063
C 1.631 0.346 -0.067
C -0.847 3.732 0.217
C 4.807 3.830 1.698
C -1.177 -4.982 0.767
C -2.110 -3.005 -3.508
C 1.963 -1.321 -3.388
C -1.443 5.491 -1.330
C 1.350 -0.067 2.188
C 2.916 3.733 3.190
C -0.664 -5.614 -1.500
C -0.763 6.089 0.921
C -1.369 7.798 -0.656
C -1.019 5.130 -0.053
C 0.926 -0.693 4.500
C 3.610 4.345 2.157
C 1.799 -3.157 -1.309
C -0.915 -4.626 -0.551
C 2.738 -0.087 2.422
C -0.678 -6.950 -1.133
C 3.412 2.568 3.747
C -0.941 -7.303 0.185
C -4.451 -1.805 -2.619
C -5.831 -0.371 1.118
C -1.189 -6.322 1.132
C 4.601 2.015 3.271
C 3.574 0.063 1.293
C 0.726 -1.635 -2.843
C -3.408 -2.020 -1.730
C -4.326 -2.190 -3.945
C 0.639 -2.559 -1.805
C 0.379 -0.280 3.267
C -3.156 -2.794 -4.390
C -1.618 6.833 -1.624
C 5.307 2.671 2.274
C 3.111 -1.928 -2.900
C -3.659 0.591 0.957
C 3.206 -0.330 3.747
C -2.233 -2.616 -2.176
B -0.938 1.322 -2.778
H -6.284 -1.359 1.049
H -5.353 -1.317 -2.273
H 3.647 0.414 -0.815
H -1.620 4.712 -2.063
H -0.425 5.784 1.902
H 1.985 4.152 3.548
H -6.202 0.273 0.319
H 2.858 2.071 4.532
H 4.076 -1.677 -3.323
H -5.135 -2.006 -4.640
H 2.691 -0.998 5.684
H 4.648 -0.009 1.411
H 2.019 -0.580 -4.174
H -0.161 -1.136 -3.215
H -6.090 0.091 2.072
H 1.737 -3.862 -0.488
H -3.051 -3.078 -5.429
H -0.450 -5.341 -2.526
H -1.507 8.845 -0.892
H -0.950 -8.347 0.472
H 6.248 2.254 1.937
H 0.238 -0.943 5.297
H -1.948 7.126 -2.611
H -1.188 -3.445 -3.868
H -1.364 -4.200 1.492
H -0.744 8.182 1.363
H 3.928 -3.303 -1.464
H -3.502 -1.703 -0.698
H 5.342 4.324 0.899
H -1.391 -6.597 2.160
H 1.169 0.559 -1.023
H -0.480 -7.715 -1.873
```

net charge	-1
spin multiplicity	1
HOMO-LUMO gap	0.2518	Ha
largest force on an atom	0.32	eV/A
energy above the lowest of the compared OMol25 structures with the same formula, charge and spin	0.0764	eV

These are the Mulliken partial charges, in e, on atoms 1 to 4: 3.31 -0.21 1.34 -0.34

Entry 8:
This record from the Open Molecules 2025 dataset describes a structure of composition C33H20CeN6O4S4 at a distorted geometry. The level of theory is ωB97M-V/def2-TZVPD.

XYZ file:
```
68
Properties=species:S:1:pos:R:3
Ce -0.767 0.435 1.066
S -1.377 -1.165 -2.317
S -0.417 3.263 1.322
S 1.218 0.543 -1.060
S 0.203 0.848 3.686
O -2.447 -0.821 1.788
O 7.489 -0.794 1.192
O -3.482 -2.176 0.287
O 6.879 0.572 2.801
N -1.520 2.714 6.381
N -3.068 1.635 0.565
N -3.306 0.952 -2.972
N -2.371 5.389 3.618
N -0.116 -2.006 1.222
N -1.991 0.048 -1.280
C -4.785 3.076 1.366
C 5.313 0.180 0.993
C 1.112 -4.050 0.838
C -0.097 -4.663 0.430
C -2.880 0.861 -1.678
C 3.003 0.899 1.048
C -4.658 2.509 -0.946
C -3.681 2.261 1.560
C -5.270 3.212 0.085
C 3.495 -4.070 1.206
C 2.358 -4.725 0.837
C -1.711 4.476 3.375
C -1.257 -3.957 0.431
C -1.145 2.563 5.302
C 6.638 -0.074 1.634
C 5.142 -0.175 -0.341
C 1.064 -2.704 1.240
C -0.663 -0.734 -4.923
C -2.469 0.586 -4.062
C -0.670 2.355 3.931
C -1.793 0.827 -6.355
C -3.562 1.728 -0.655
C 3.441 -2.710 1.611
C -2.531 -1.817 0.952
C 2.804 0.521 -0.289
C 4.227 0.721 1.673
C 3.920 -0.003 -0.971
C -0.820 -0.143 -6.173
C -2.607 1.205 -5.292
C -1.506 -0.390 -3.878
C -1.222 -2.615 0.854
C 2.252 -2.043 1.633
C -0.919 3.301 2.999
H 4.352 -2.197 1.897
H 5.989 -0.598 -0.872
H -0.080 -5.702 0.113
H -5.065 2.577 -1.946
H 4.293 0.989 2.727
H -1.916 1.307 -7.319
H -6.123 3.847 -0.120
H -3.272 2.114 2.550
H 2.393 -5.765 0.521
H -5.230 3.594 2.208
H -2.205 -4.373 0.122
H 2.194 -1.012 1.946
H 4.450 -4.585 1.187
H 6.147 1.172 2.983
H -3.949 1.692 -3.170
H -0.171 -0.432 -6.993
H 0.116 -1.474 -4.754
H 2.191 1.321 1.609
H -3.357 1.981 -5.422
H 3.793 -0.301 -2.006
```

net charge	-1
spin multiplicity	2
HOMO-LUMO gap (spin up / spin down)	0.2294 / 0.2296	Ha
largest force on an atom	2.37	eV/A
energy above the lowest of the compared OMol25 structures with the same formula, charge and spin	0.1281	eV

These are the Mulliken partial charges, in e, on atoms 1 to 4: 0.10 -0.18 -0.39 -0.23